{
  "formula": "C6H10N3",
  "method": "wB97M-V/def2-TZVPD",
  "homo_lumo_gap_ev": 8.877,
  "smiles": "C=C/C=N/CCNC#[NH+]",
  "charge": 1,
  "e_lumo_ha": -0.1443,
  "multiplicity": 1,
  "fmax_ev_per_a": 4.54,
  "elements": ["C", "C", "C", "C", "C", "C", "N", "N", "N", "H", "H", "H", "H", "H", "H", "H", "H", "H", "H"],
  "coordinates": [[2.2509, -0.9895, 0.1616], [1.3085, 0.0825, 0.2749], [-2.6084, -1.2906, -0.0417], [3.5544, -0.8756, -0.1280], [-1.9472, 0.9939, -0.4417], [-0.6888, 1.1620, 0.3864], [-2.8248, -0.0279, 0.1649], [0.0509, -0.0322, 0.2548], [-2.2617, -2.4214, -0.0314], [1.6372, -1.8254, 0.0091], [1.8437, 1.1698, 0.1767], [4.1647, -1.8081, -0.3768], [4.0141, 0.1150, -0.1534], [-2.6558, 1.7471, -0.6555], [-1.8240, 0.7231, -1.5168], [-0.3121, 2.1232, -0.1515], [-0.7249, 1.2335, 1.5033], [-3.5590, 0.2966, 0.8526], [-2.5165, -3.3168, -0.2927]]
}

{
  "formula": "C6H10N3O",
  "method": "wB97M-V/def2-TZVPD",
  "homo_lumo_gap_ev": 8.346,
  "smiles": "Cc1[nH][nH+]cncoc1C",
  "charge": 1,
  "e_lumo_ha": -0.1680,
  "multiplicity": 1,
  "fmax_ev_per_a": 5.04,
  "elements": ["C", "C", "C", "C", "C", "C", "N", "N", "N", "O", "H", "H", "H", "H", "H", "H", "H", "H", "H", "H"],
  "coordinates": [[2.6164, -0.7023, -0.1770], [-0.5500, -0.4154, 0.0193], [-0.4284, 0.9165, 0.0911], [1.8683, 1.3691, 0.6901], [-2.0148, -0.9825, -0.2370], [-1.6343, 1.7190, -0.2369], [2.6836, 0.4946, 0.1728], [1.5712, -1.6095, -0.1696], [0.3343, -1.4034, 0.3004], [0.6450, 1.6542, 0.5833], [3.4579, -1.1220, -0.7330], [2.3818, 2.2665, 0.9508], [-2.2971, -0.9905, -1.2787], [-2.6484, -0.2263, 0.1596], [-1.9383, -1.9070, 0.3776], [-1.3318, 2.7807, -0.4243], [-2.2979, 1.6839, 0.6279], [-2.2264, 1.3723, -1.0589], [1.8725, -2.5707, -0.1516], [-0.0635, -2.3274, 0.4939]]
}

{
  "formula": "C6H10N4",
  "method": "wB97M-V/def2-TZVPD",
  "homo_lumo_gap_ev": 8.314,
  "smiles": "CC(=[NH2+])/C=N\\c1c[nH+]c[nH]1",
  "charge": 2,
  "e_lumo_ha": -0.3464,
  "multiplicity": 1,
  "fmax_ev_per_a": 3.43,
  "elements": ["C", "C", "C", "C", "C", "C", "N", "N", "N", "N", "H", "H", "H", "H", "H", "H", "H", "H", "H", "H"],
  "coordinates": [[-0.3486, 0.9835, 1.2182], [-0.5666, -3.3140, -0.3033], [-0.6311, -1.2395, -1.1451], [0.5789, 1.8042, 0.3705], [-0.5159, -1.1947, 0.1856], [0.4757, 3.2563, 0.3301], [-0.6560, -0.2073, 1.1048], [-0.3788, -2.4486, 0.6868], [-0.7682, -2.5969, -1.4102], [1.5400, 1.1571, -0.2561], [-0.6910, 1.4973, 2.0888], [-0.5906, -4.3519, -0.2158], [-1.0011, -0.5528, -1.9547], [1.3612, 0.1587, -0.3452], [-0.4334, 3.5434, -0.1745], [1.2664, 3.8518, -0.1042], [0.3039, 3.8305, 1.3161], [-0.4188, -2.6115, 1.6667], [-0.8194, -3.0912, -2.2697], [2.2935, 1.5256, -0.7890]]
}

{
  "formula": "C6H10N4OS",
  "method": "wB97M-V/def2-TZVPD",
  "homo_lumo_gap_ev": 9.502,
  "smiles": "Cc1cc(N(S)C(N)=O)n(C)n1",
  "charge": 0,
  "e_lumo_ha": 0.0151,
  "multiplicity": 1,
  "fmax_ev_per_a": 5.28,
  "elements": ["C", "C", "C", "C", "C", "C", "N", "N", "N", "N", "O", "S", "H", "H", "H", "H", "H", "H", "H", "H", "H", "H"],
  "coordinates": [[0.9218, -0.7041, 1.0772], [2.1253, -0.4394, 0.3901], [0.0165, -0.1646, 0.1672], [-2.3299, 0.8846, 0.3766], [3.5475, -0.5700, 0.8714], [0.0906, 0.8506, -2.1528], [1.9547, 0.1649, -0.7510], [0.6601, 0.3265, -0.8962], [-3.6797, 0.6439, 0.7469], [-1.5675, -0.2724, 0.2362], [-1.7136, 1.9029, 0.3674], [-2.3110, -1.8307, -0.0848], [0.8786, -1.0880, 2.1027], [4.1260, -0.8965, 0.1272], [3.8867, 0.3428, 1.1776], [3.5970, -1.1884, 1.6664], [-0.7702, 0.3579, -2.3783], [-0.1583, 1.9901, -2.0008], [0.9660, 0.7553, -2.8514], [-4.0754, -0.0768, 0.0590], [-4.1634, 1.5555, 0.5931], [-2.0017, -2.5440, 1.1565]]
}

ΔE to the lowest compared entry with this formula, charge and spin (computed, kcal per mole): 93.5 110.2 0.0 47.8
HOMO level (computed, Eh): -0.4706 -0.4747 -0.6519 -0.3341